This record from the Open Molecules 2025 dataset describes a structure of composition C41H43BrCl3F5HfN6O5 at a distorted geometry. The level of theory is wB97M-V/def2-TZVPD.

Last column: Mulliken charge in e.
Geometry (Å):
Hf1 -1.0181 -2.0291 -0.1388  0.773
C1 1.2955 -1.2989 2.3747  -0.737
N1 0.3141 -2.3013 2.0702  0.634
C2 -0.6345 -2.4360 3.1864  -1.068
C3 1.0464 -3.5715 1.8422  -1.601
C4 0.0878 -4.5989 1.3886  -0.364
N2 -0.8089 -4.1019 0.4303  1.740
C5 -1.5917 -5.1650 0.0018  -1.258
C6 -1.1958 -5.9928 -1.0539  0.404
F1 -0.0418 -5.7802 -1.6652  -0.466
C7 -1.9080 -7.0989 -1.4020  0.282
F2 -1.5465 -7.9864 -2.3762  -0.390
C8 -3.1541 -7.3665 -0.8088  -0.279
C9 -3.5675 -6.5560 0.2170  0.073
F3 -4.8153 -6.7453 0.6996  -0.349
C10 -2.7625 -5.4496 0.6233  0.450
F4 -3.1902 -4.6827 1.6428  -0.378
H1 1.9015 -1.4974 3.2944  0.436
H2 0.7663 -0.3115 2.4737  0.105
H3 2.0047 -1.2594 1.5462  -0.138
H4 -0.2677 -2.8172 4.1701  0.242
H5 -1.4591 -3.0068 2.8922  0.334
H6 -1.0283 -1.4111 3.3355  0.270
H7 1.4823 -3.8627 2.8150  0.535
H8 1.8496 -3.4054 1.2084  0.458
H9 -0.3913 -4.9776 2.3577  0.296
H10 0.6031 -5.4611 0.9092  0.451
H11 -3.7597 -8.1824 -1.1785  0.520
F5 4.4576 2.3467 0.5706  -0.427
C11 3.1571 2.6483 0.8364  -0.056
C12 2.2083 1.7853 0.5224  0.217
C13 0.9233 2.2541 0.6748  0.602
C14 -0.2306 1.4565 0.1345  0.897
O1 -0.0424 0.5508 -0.7538  0.828
C15 -1.5334 1.7122 0.6363  0.481
C16 -1.6858 2.8533 1.3448  -1.262
N3 -0.7355 3.7714 1.4399  0.332
C17 -0.9934 5.0599 2.0129  -0.318
C18 -0.7639 5.0546 3.4738  -0.370
C19 -2.1438 5.2682 2.8953  -1.182
C20 0.5858 3.4658 1.2225  -0.179
C21 1.5930 4.3526 1.6280  0.598
C22 2.9003 3.9217 1.3620  -1.904
N4 3.9576 4.7877 1.5057  0.823
C23 4.4933 5.1113 2.8518  -0.477
C24 4.8627 6.6320 2.9150  -0.883
N5 4.8180 7.1860 1.4751  -0.177
C25 5.5866 6.2196 0.5959  -0.745
C26 4.7343 4.9995 0.3349  -0.467
C27 -2.3666 0.5195 1.2018  0.122
O2 -3.2601 0.8121 1.9397  -0.719
O3 -1.9120 -0.6840 1.0803  -0.777
H12 2.4268 0.8687 -0.0073  -0.015
H13 -2.5210 3.0140 1.8529  0.844
H14 -0.6667 5.8599 1.3308  0.733
H15 -0.3978 5.9749 3.9633  0.283
H16 -0.4507 4.0576 3.9302  0.176
H17 -2.4096 6.3627 2.8606  0.290
H18 -3.0156 4.6023 2.9251  0.367
H19 1.4908 5.3975 2.0306  -0.589
H20 5.3265 4.4606 3.0097  0.448
H21 3.7049 4.9373 3.6212  0.331
H22 5.8431 6.9593 3.3126  0.360
H23 4.1152 7.1652 3.4570  0.438
H24 5.2479 8.1094 1.4806  0.321
H25 3.7916 7.2263 1.2901  0.306
H26 6.5305 5.9885 1.1626  0.338
H27 5.8361 6.6986 -0.3454  0.420
H28 5.4280 4.2189 0.0904  0.291
H29 4.0693 5.2426 -0.4890  0.440
Cl1 1.2506 7.3369 2.6639  -0.618
C28 3.4037 -1.3040 -1.0322  0.166
Cl2 4.4511 -0.9888 0.3236  -0.183
Cl3 3.9394 -0.3648 -2.4687  -0.187
C29 2.1442 -1.6716 -0.8004  -0.020
N6 1.0771 -2.0603 -0.6144  -0.087
C30 0.7517 -0.5783 -3.3485  -1.673
C31 -0.6302 -0.0497 -3.2088  3.151
C32 -0.4217 1.4520 -3.5953  -2.037
C33 -1.7336 -0.6806 -3.9660  -1.732
C34 -1.0653 -0.2305 -1.6921  -2.020
H30 1.1370 -0.4101 -4.3614  0.516
H31 0.8192 -1.6407 -3.3050  0.306
H32 1.3988 -0.1450 -2.6712  -0.164
H33 -0.2180 1.4812 -4.6249  0.583
H34 0.3474 2.0124 -3.0887  0.231
H35 -1.3429 2.0789 -3.4079  0.337
H36 -1.7140 -0.5673 -5.0733  0.420
H37 -2.6552 -0.1612 -3.6281  0.409
H38 -1.8924 -1.6772 -3.6903  0.050
H39 -2.0197 0.2797 -1.6097  1.016
Br1 -7.6915 -5.1194 -3.4546  -0.191
C35 -5.7568 -4.9117 -3.4237  -0.381
C36 -5.0051 -5.5921 -4.3799  -0.234
C37 -3.6470 -5.3927 -4.5007  -1.028
C38 -3.0121 -4.4975 -3.7002  -0.223
C39 -3.7734 -3.8783 -2.7193  0.287
C40 -5.1376 -4.0239 -2.6141  -0.191
C41 -2.9592 -3.1078 -1.6892  1.038
O4 -3.3642 -2.5430 -0.6730  -0.761
O5 -1.7004 -2.9650 -1.9658  -0.480
H40 -5.5008 -6.2129 -5.0896  0.492
H41 -3.0785 -5.9415 -5.2644  0.366
H42 -1.9322 -4.2896 -3.7172  0.471
H43 -5.6389 -3.5112 -1.8419  0.658

highest occupied orbital energy = -7.37 eV
E_LUMO = -0.8 eV
charge = 0



This record from the Open Molecules 2025 dataset describes a structure of composition C41H43BrN4O5S2Sc. The level of theory is wB97M-V/def2-TZVPD.

Last column: Mulliken charge in e.
Geometry (Å):
Sc1 0.4299 0.2350 -0.9262  -0.344
C1 1.7807 3.5782 -3.6152  -1.601
C2 2.0573 2.4149 -2.6908  0.528
O1 1.0305 1.8547 -2.1808  0.273
C3 3.3553 2.0447 -2.4261  -1.205
C4 3.7103 0.9381 -1.6118  0.984
C5 5.1757 0.6101 -1.5013  -1.546
N1 2.8212 0.1992 -0.9963  1.194
N2 3.3950 -0.8838 -0.3150  -1.002
C6 2.4636 -1.6864 0.0788  0.526
O2 1.1980 -1.4997 -0.1483  -0.674
C7 2.8233 -2.8995 0.8631  0.355
C8 4.1221 -3.1051 1.3253  -0.363
C9 4.4251 -4.2333 2.0698  -0.738
C10 3.4347 -5.1669 2.3564  -0.277
C11 2.1427 -4.9666 1.8940  -0.793
C12 1.8343 -3.8358 1.1503  -0.410
H1 0.8145 3.4284 -4.0940  0.269
H2 2.5536 3.6779 -4.3763  0.430
H3 1.7498 4.5096 -3.0414  0.221
H4 4.1529 2.5864 -2.9148  0.311
H5 5.7715 1.3497 -2.0334  0.393
H6 5.3708 -0.3829 -1.9066  0.316
H7 5.4770 0.5733 -0.4536  0.279
H8 4.8809 -2.3708 1.0877  0.438
H9 5.4364 -4.3888 2.4268  0.388
H10 3.6737 -6.0498 2.9373  0.382
H11 1.3639 -5.6884 2.1053  0.451
H12 0.8272 -3.6791 0.7844  0.649
N3 -1.1998 -0.7641 0.4955  0.738
C13 -2.5058 -0.4623 1.1022  -0.866
C14 -2.5968 0.9274 1.7339  -0.083
C15 -3.0516 2.0558 0.8026  -1.089
C16 -1.9520 2.8153 0.0772  -0.411
N4 -1.2906 2.0112 -0.9472  0.018
H13 -1.3291 -1.6881 0.0549  -0.337
H14 -0.5552 -0.9932 1.2474  0.185
H15 -2.7233 -1.2208 1.8588  0.427
H16 -3.2730 -0.5829 0.3329  0.232
H17 -1.6297 1.1828 2.1830  -0.146
H18 -3.3141 0.8629 2.5563  0.411
H19 -3.6192 2.7924 1.3786  0.447
H20 -3.7521 1.6529 0.0617  0.383
H21 -1.1891 3.1314 0.7962  0.076
H22 -2.3865 3.7251 -0.3565  0.416
H23 -0.7131 2.5946 -1.5448  0.155
H24 -1.9749 1.5770 -1.5627  0.092
Br1 -7.1701 -1.7779 -3.7681  -0.233
C17 -5.3145 -1.3534 -3.7139  -0.289
C18 -4.8001 -0.4925 -4.6699  -0.399
C19 -3.4503 -0.1849 -4.6273  -0.831
C20 -2.6330 -0.7189 -3.6355  -0.192
C21 -3.1712 -1.5900 -2.6937  0.488
C22 -4.5217 -1.9172 -2.7311  0.300
C23 -1.1776 -0.3036 -3.5957  0.045
O3 -0.6571 0.2278 -4.5603  -0.710
O4 -0.6145 -0.4910 -2.4413  -0.518
H25 -5.4448 -0.0748 -5.4313  0.397
H26 -3.0069 0.4751 -5.3618  0.471
H27 -2.5402 -2.0517 -1.9432  0.310
H28 -4.9399 -2.6059 -2.0089  0.227
O5 0.8096 1.3681 0.9728  0.415
S1 2.1640 1.2521 1.6427  0.372
C24 3.0361 2.7359 1.1723  0.420
C25 4.3937 2.8238 1.4382  -0.399
C26 5.0803 3.9617 1.0481  -0.753
C27 4.4081 4.9910 0.3993  -0.558
C28 3.0531 4.8794 0.1280  -0.735
C29 2.3579 3.7392 0.5050  0.186
C30 1.8263 1.6528 3.3466  0.332
C31 1.1007 2.7841 3.6973  -0.338
C32 0.8112 3.0073 5.0301  -0.767
C33 1.2479 2.1072 5.9991  -0.413
C34 1.9672 0.9796 5.6384  -0.726
C35 2.2554 0.7433 4.2991  -0.365
H29 4.9091 2.0078 1.9321  0.478
H30 6.1423 4.0416 1.2410  0.420
H31 4.9501 5.8744 0.0869  0.392
H32 2.5374 5.6714 -0.3999  0.452
H33 1.3113 3.6033 0.2629  0.185
H34 0.7655 3.4703 2.9290  0.321
H35 0.2436 3.8820 5.3200  0.404
H36 1.0161 2.2875 7.0410  0.390
H37 2.2934 0.2748 6.3916  0.410
H38 2.7963 -0.1445 3.9932  0.500
S2 -2.1016 -3.9890 0.1880  -0.374
C36 -3.7858 -4.1911 -0.2243  0.090
C37 -4.8138 -3.4922 0.4348  -0.398
C38 -6.1428 -3.6238 0.0665  -0.525
C39 -6.5123 -4.4692 -0.9734  -0.485
C40 -5.5164 -5.1865 -1.6272  -0.440
C41 -4.1871 -5.0510 -1.2623  -0.411
H39 -4.5417 -2.8378 1.2540  0.314
H40 -6.9017 -3.0574 0.5968  0.336
H41 -7.5497 -4.5626 -1.2704  0.418
H42 -5.7784 -5.8514 -2.4435  0.322
H43 -3.4192 -5.6041 -1.7892  0.383

highest occupied orbital energy = -3.53 eV
E_LUMO = 1.8 eV
charge = -1



This record from the Open Molecules 2025 dataset describes a structure of composition C41H43Cl2Ge2NO2PTa at a distorted geometry. The level of theory is wB97M-V/def2-TZVPD.

Last column: Mulliken charge in e.
Geometry (Å):
Ta1 -1.4112 -0.3713 0.8836  0.657
C1 1.9882 4.4906 2.0920  -1.257
C2 0.8720 3.5283 2.5203  -0.358
Ge1 0.9386 1.9256 1.4525  -0.247
C3 2.5870 0.9115 1.4675  1.167
C4 3.5541 1.4115 0.3839  -1.558
C5 0.6136 2.4940 -0.3649  -1.598
C6 -0.2113 2.2930 -1.4021  1.445
Ge2 -1.7097 1.0061 -1.2915  1.568
C7 -1.7413 -0.3410 -2.7309  0.617
C8 -1.8374 0.1186 -4.1898  -1.337
C9 -3.5195 1.7816 -1.0090  -0.741
C10 -4.2446 2.3923 -2.2120  -1.280
C11 0.0085 3.0207 -2.6891  0.204
C12 -1.0024 3.1087 -3.6428  -0.020
C13 -0.8289 3.8053 -4.8303  -1.094
C14 0.3831 4.4216 -5.0940  -0.531
C15 1.4155 4.3264 -4.1667  -0.832
C16 1.2318 3.6324 -2.9836  -0.675
H1 1.9883 5.3616 2.7468  0.424
H2 1.8501 4.8509 1.0705  0.288
H3 2.9785 4.0324 2.1622  0.287
H4 -0.1135 3.9724 2.3645  0.394
H5 0.9611 3.2779 3.5765  0.500
H6 2.3346 -0.1406 1.3416  -0.777
H7 3.0367 1.0014 2.4574  0.490
H8 3.1251 1.3395 -0.6185  0.288
H9 4.4783 0.8300 0.4032  0.436
H10 3.8327 2.4560 0.5451  0.348
H11 1.3902 3.2510 -0.5213  -0.061
H12 -2.5902 -0.9806 -2.4743  0.485
H13 -0.8438 -0.9417 -2.6037  -0.533
H14 -2.7334 0.7091 -4.3846  0.260
H15 -1.8820 -0.7605 -4.8370  0.458
H16 -0.9743 0.7103 -4.4913  0.344
H17 -3.4271 2.5117 -0.2034  0.509
H18 -4.1178 0.9490 -0.6243  0.440
H19 -3.7656 3.3052 -2.5604  0.364
H20 -5.2635 2.6548 -1.9208  0.433
H21 -4.3158 1.6952 -3.0487  0.279
H22 -1.9496 2.6256 -3.4581  0.511
H23 -1.6385 3.8599 -5.5489  0.438
H24 0.5300 4.9632 -6.0200  0.407
H25 2.3716 4.7923 -4.3715  0.437
H26 2.0660 3.5578 -2.2963  0.396
O1 -2.2865 -2.1414 2.1335  -0.629
C17 -2.4962 -2.5411 0.9619  0.312
O2 -2.7855 -1.6204 0.0699  -0.661
C18 -2.0466 -3.8851 0.5429  1.207
C19 -2.8135 -5.0370 0.5213  -0.824
C20 -2.1865 -6.2397 0.2337  -0.601
C21 -0.8186 -6.2842 -0.0116  -0.883
C22 -0.0578 -5.1239 0.0079  -0.109
C23 -0.6722 -3.9092 0.2803  -0.479
P1 0.3076 -2.3572 0.3396  1.215
C24 1.5446 -2.6490 1.6185  0.289
C25 2.8193 -3.1148 1.3044  -0.181
C26 3.7084 -3.4136 2.3277  -0.780
C27 3.3261 -3.2529 3.6532  -0.642
C28 2.0508 -2.7961 3.9641  -0.828
C29 1.1587 -2.4904 2.9490  -0.543
C30 1.1028 -2.2400 -1.2748  0.731
C31 2.2193 -1.4195 -1.4516  -0.396
C32 2.7971 -1.2970 -2.7048  -0.843
C33 2.2619 -1.9834 -3.7876  -0.873
C34 1.1426 -2.7885 -3.6195  -0.564
C35 0.5554 -2.9151 -2.3689  -1.058
H27 -3.8768 -4.9997 0.7261  0.563
H28 -2.7683 -7.1529 0.2123  0.460
H29 -0.3388 -7.2330 -0.2138  0.472
H30 1.0073 -5.1661 -0.1905  0.525
H31 3.1219 -3.2482 0.2729  0.498
H32 4.6988 -3.7792 2.0866  0.490
H33 4.0229 -3.4894 4.4478  0.455
H34 1.7510 -2.6808 4.9981  0.506
H35 0.1599 -2.1516 3.2002  0.435
H36 2.6526 -0.8892 -0.6141  0.313
H37 3.6702 -0.6695 -2.8334  0.548
H38 2.7217 -1.8962 -4.7650  0.443
H39 0.7225 -3.3208 -4.4634  0.494
H40 -0.3192 -3.5413 -2.2526  0.404
Cl1 1.3454 0.9285 4.6314  -0.073
C36 -0.3572 1.2176 4.6088  0.524
C37 -1.0012 1.5799 5.7835  -0.533
C38 -2.3784 1.7397 5.8145  -0.648
C39 -3.1397 1.4855 4.6844  -0.650
C40 -2.4638 1.1387 3.5421  1.317
Cl2 -3.3436 0.6737 2.0789  -0.218
C41 -1.0817 1.0514 3.4273  -0.716
N1 -0.5508 0.7511 2.1339  0.095
H41 -0.4123 1.7204 6.6812  0.509
H42 -2.8670 2.0448 6.7307  0.442
H43 -4.2205 1.5462 4.7051  0.509

highest occupied orbital energy = -13.02 eV
E_LUMO = -7.4 eV
charge = +2



Per-record energy, Ha: -6794.76338, -6314.81192, -7265.46962
Per-record energy above the lowest of the compared OMol25 structures with the same formula, charge and spin, kJ/mol: 180.2, 94.5, 44.6